1.
Here is a cluster of 2 separate species, C2H4NO2 in total from the OMol25 dataset. Energies are from wB97M-V/def2-TZVPD.

Last column: Mulliken spin population.
Cartesian coordinates (Å):
1 O 0.1143 -1.8431 0.0036  0.441
2 C -0.6079 -1.2148 -0.8503  -0.131
3 N -1.0928 0.0207 -0.8657  0.699
4 C 0.8331 1.0546 0.8530  -0.015
5 O 1.3886 2.1707 0.6314  0.016
6 H -0.8582 -1.8109 -1.7939  0.001
7 H -1.0825 0.4635 0.0731  -0.016
8 H 0.1869 0.9560 1.7353  -0.002
9 H 1.1185 0.2032 0.2135  0.008

- E_HOMO (spin up / spin down) (eV) = -10.48 / -10.45
- spin multiplicity = 2
- orbital gap (spin up / spin down) (eV) = 10.8 / 7.0
- relative energy (zero: lowest compared OMol25 entry of this formula, charge and spin) (eV) = 2.265

=====

2.
Here is a cluster of 2 separate species, C2H4NO2 in total from the OMol25 dataset. Energies are from wB97M-V/def2-TZVPD.

Last column: Löwdin charge in e.
Cartesian coordinates (Å):
1 C 1.3013 0.4428 0.6007  -0.378
2 C 0.2001 -0.3355 -0.0276  -0.061
3 N -0.9856 0.3864 -0.4266  0.218
4 O 1.7962 1.0736 1.4647  0.256
5 O 1.3864 0.0912 -0.6851  0.197
6 H 0.1824 -3.2838 0.6892  0.101
7 H -0.8165 1.4066 -0.7712  0.235
8 H -1.5901 0.4184 0.4029  0.182
9 H -1.4742 -0.1997 -1.2470  0.251

- E_HOMO (spin up / spin down) (eV) = -15.78 / -14.85
- charge = +1
- orbital gap (spin up / spin down) (eV) = 11.1 / 7.5
- relative energy (zero: lowest compared OMol25 entry of this formula, charge and spin) (eV) = 6.688

=====

3.
Here is the ion C2H4NO2 with charge +1 from the OMol25 dataset. Energies are from wB97M-V/def2-TZVPD.

Last column: Löwdin charge in e.
Cartesian coordinates (Å):
1 C -1.0921 -0.1954 -0.2801  0.049
2 C 0.1224 0.3084 0.3374  -0.096
3 O 1.1782 1.1480 -0.2489  0.298
4 N 1.4335 -0.0625 -0.0165  -0.069
5 O 2.4472 -0.7832 0.0958  0.303
6 H -1.4282 -1.0268 0.3666  0.141
7 H -1.0265 -0.5690 -1.3250  0.135
8 H -1.6991 0.6444 -0.2458  0.092
9 H 0.0647 0.5360 1.3164  0.147

- E_HOMO (eV) = -18.52
- charge = +1
- orbital gap (eV) = 10.6
- relative energy (zero: lowest compared OMol25 entry of this formula, charge and spin) (eV) = 5.997
- structure (SMILES) = C[C@@H]1O[N+]1=O

=====

4.
Here is a cluster of 2 separate species, C2H4NO2 in total from the OMol25 dataset. Energies are from wB97M-V/def2-TZVPD.

Last column: Löwdin charge in e.
Cartesian coordinates (Å):
1 C -0.6391 0.4233 -1.4381  -0.408
2 C -0.4835 0.1621 0.0278  -0.166
3 N 0.7034 -0.4113 0.6680  0.184
4 O -0.9017 0.1625 -2.5369  0.262
5 O -0.2083 1.4001 -0.6384  0.171
6 H -1.7918 -0.0329 1.1577  0.327
7 H 0.5613 -0.9824 1.4920  0.151
8 H 1.4402 0.3442 1.1510  0.278
9 H 1.3195 -1.0656 0.1170  0.200

- E_HOMO (eV) = -15.61
- charge = +1
- orbital gap (eV) = 10.3
- relative energy (zero: lowest compared OMol25 entry of this formula, charge and spin) (eV) = 4.496

=====

| no. | E (Eh) | strongest force on any atom (hartree/bohr) |
| --- | --- | --- |
| 1 | -283.7056 | 0.1051 |
| 2 | -283.3104 | 0.0660 |
| 3 | -283.3358 | 0.1465 |
| 4 | -283.3910 | 0.0918 |